Below is the ion C4H10NOS with charge -1, with properties calculated with ωB97M-V with the def2-TZVPD basis set.

Structure (XYZ):
```
17
Properties=species:S:1:pos:R:3:forces:R:3
C 0.87307 0.65495 1.51065 -4.5 1.5 0.4
C -0.21230 0.63152 0.34651 1.8 -3.8 -0.4
C -1.03135 -0.76282 0.39560 -1.0 1.5 0.3
S -1.59387 -1.44221 1.97078 -0.5 0.5 0.8
N 0.62141 0.39135 -0.82326 1.1 1.5 -2.2
C 0.32379 -0.11641 -2.43871 -1.4 -1.2 2.0
O -0.88156 -0.60593 -2.56553 1.5 -0.3 -0.6
H -0.04201 0.68856 2.23055 2.5 0.7 0.7
H 1.41830 -0.23574 1.67397 0.5 -1.0 -0.3
H 1.53465 1.53074 1.39104 -0.6 -0.3 0.5
H -0.91823 1.48632 0.54344 0.5 -0.4 -0.8
H -1.95410 -0.65409 -0.17964 0.3 0.0 -0.2
H -0.54670 -1.63521 0.03769 1.1 0.1 -1.1
H -0.40515 -1.28119 2.53026 0.2 -0.3 0.5
H 1.03536 1.27332 -1.15772 0.1 -0.2 1.0
H 0.43513 0.88726 -2.85490 0.6 0.2 -0.9
H 1.34358 -0.81040 -2.61072 -2.1 1.3 0.3
```
Forces are in eV/Å.

Values from the calculation:
Relative energy (zero: lowest compared OMol25 entry of this formula, charge and spin)   4.771 eV
Energy   -686.4893 a.u.
Total charge   -1
Gap between HOMO and LUMO   6.00 eV
SMILES   C[C@H](CS)NC[O-]
Highest occupied orbital energy   -2.725 eV

These are the natural (NBO) partial charges, in e, on atoms 1 to 5: -0.63, -0.03, -0.51, -0.11, -0.78